Entry 1:
285
Properties=species:S:1:pos:R:3 method="wB97M-V/def2-TZVPD" total_charge=-1 multiplicity=2 gap_ev="1.25 / 7.91" e_homo_ev="0.4 / -6.3"
H 6.3845 -1.9735 -4.5750
H -8.7240 4.3548 -1.5594
N 2.9157 -0.5514 -6.0132
H 4.8717 0.0221 2.9018
C 1.6437 -0.5300 3.1386
N 3.9750 7.0932 1.4039
H -3.1327 -1.5377 11.3879
C -4.0170 -5.0814 9.0821
H -0.0845 5.6500 6.4742
H -6.9126 6.1054 -5.2208
N 5.4677 -6.3022 -3.7682
H -4.3353 2.3190 -0.8870
C -3.9215 2.8181 -3.5504
H -6.8483 -1.4188 -0.4656
H -6.0773 -3.8211 -8.4314
N -4.2885 -1.4564 1.4037
H -4.6307 4.0620 -0.4516
C -0.6368 5.6128 5.5352
C 8.4830 0.7198 -1.8883
O -3.9002 3.2132 5.7676
H 1.1935 -1.0179 4.0030
N -1.4488 4.4293 5.3239
C 3.9571 -3.9496 -2.0991
H 5.3016 -8.3327 -0.2463
C 5.7080 -7.8290 -1.1234
C 5.4139 7.0861 1.7244
H -4.2368 7.2592 6.3510
C 7.0494 -1.4172 2.3751
H -3.2044 -5.5122 0.1866
H 9.4613 0.4955 -1.4630
H 0.1526 0.6625 -2.3619
C 4.1511 -3.6008 -6.3679
H -0.4982 7.7168 2.7122
H 7.0272 -2.1346 -6.1639
C -5.9589 6.1918 -1.5568
P -2.2781 -2.9112 8.8887
H -2.8045 7.3700 7.8807
N 4.9606 -2.3790 -6.1795
H -2.9936 -0.1866 10.2914
H -2.5491 2.2814 9.7368
H 2.2239 0.7099 -4.4498
C 3.6647 7.6319 0.0524
H -2.5047 -5.8483 6.8036
O 2.1648 -0.9242 0.0364
H -1.0565 -0.6981 -1.4168
H 3.4995 -6.2299 0.2463
H -4.4774 2.6926 -4.4796
H 0.8962 8.7265 2.2138
H -0.3783 2.5219 8.9893
H 1.6594 -1.9345 -5.5261
C 0.8577 1.1508 -1.6891
P 2.8267 6.2508 2.4127
H -4.8217 -4.3462 9.0876
H 4.7085 -0.3092 1.2580
H -4.2267 -5.9051 -5.2154
H 10.9050 0.0514 2.5558
H 9.7961 -1.1535 -0.4246
C -8.2476 5.3087 -1.7858
H 0.0080 -1.5455 8.0621
C 3.0658 -5.6022 -0.5321
C -5.5387 -4.7251 -8.1470
H 3.2146 2.6232 2.0428
C -1.2690 -1.6509 -0.9320
N 4.1696 -0.9720 -8.4467
P -2.8193 3.9895 6.3923
N -3.6855 3.4188 2.6132
N -4.6421 -7.1135 2.1016
H 4.4485 -4.3170 -7.1340
C 3.4497 3.5247 2.6086
H 8.0668 -1.5451 2.7448
H 5.7569 0.9774 -1.5137
H -3.8491 1.8259 -3.1051
H 2.4748 -1.1258 2.7611
C -7.8142 -3.4543 -6.0682
H 3.7078 5.0839 -0.1903
H -8.2238 2.7884 -4.6744
N -2.9028 -4.4336 8.3730
C -5.0235 -2.0681 8.6111
H 5.2467 1.3047 1.5799
H -1.6711 5.9471 8.1901
H -1.3947 2.5020 4.3126
H 6.1505 -0.5487 -2.3717
C -3.5484 -1.1063 10.4773
H 7.0961 -5.0397 -3.8355
H -4.3751 1.1024 4.7541
H 2.0545 4.8159 -0.2001
C 6.1755 -0.0242 -1.4165
H 10.8849 1.5678 1.6735
H -1.1742 -4.6871 7.2330
H -7.4828 -4.1327 -5.2821
H 5.7701 6.0880 1.9795
H 3.9836 0.3826 -4.3838
H -0.1300 2.6936 5.4344
H 5.8935 -1.0332 -9.6937
N 3.9008 -5.3360 -1.7032
H -3.6771 1.9454 8.5451
H 4.4010 3.5293 3.1406
C -0.2041 -3.1560 0.6679
H -6.2392 -5.5557 -8.2334
H -0.9722 6.5602 -3.3875
H 5.9402 -8.1380 -4.7290
C -5.2325 -1.0698 0.7887
P 7.8382 0.7381 0.7811
C -4.3575 -6.7251 1.0681
H -8.6111 5.6079 -2.7689
H 0.3731 -3.7833 -0.0114
C 6.2781 -2.5533 -5.4918
C 0.3181 4.9499 -3.3302
H -3.2847 0.5675 3.3958
N -6.6159 -2.5740 -6.3316
H -6.5098 -2.3108 -3.6301
H -1.2305 6.5267 5.5158
H -8.5750 6.0278 -1.0349
H 5.6357 -0.5595 -0.6353
H -6.4237 -0.5794 -6.8175
H -7.1516 -0.0711 0.5957
H -5.8186 -2.3283 9.3098
C -2.6933 6.2993 8.0523
C -4.0938 -5.6401 -6.2643
N -0.2891 -1.8165 0.1954
H -0.2016 3.5518 7.5144
N 6.7182 -0.1745 1.6633
H -0.1507 2.5205 0.8714
H 2.7169 -4.6648 -0.0988
H -8.0963 -4.1557 -6.8534
H -7.6494 3.6933 -6.1778
C -0.7114 2.7014 7.9670
N 0.4101 0.8534 -0.3490
H 4.9584 -3.8371 -2.5147
H -7.9869 -1.3886 -7.5045
N 9.3856 0.1176 1.1959
N -4.8110 -3.1834 -4.3649
O 3.3034 6.3937 3.8349
H -5.0052 -2.7674 7.7752
H 9.4269 -2.0299 1.0207
H -4.1089 -6.6193 -6.7431
N -1.9679 -2.1362 7.3630
C -0.5474 -1.7154 7.1397
H -0.7343 5.6494 2.1178
H 4.2079 7.0717 -0.7087
C 4.1923 -9.2148 -2.5223
N -2.2039 3.1423 7.7862
N -4.6962 3.6464 -2.5178
H -4.6844 -5.6355 -0.8488
H 4.2364 -4.0882 -5.3967
H 0.9098 7.7926 3.7112
O 5.4890 0.1448 -6.3080
C 5.1096 -1.6999 -9.3344
H -1.4387 -0.1740 1.9672
H 3.2142 -9.5848 -2.2149
H 0.6448 4.6365 1.6364
C 5.3198 0.2793 1.9421
C 3.0008 -0.0417 -4.5895
H 6.5512 -3.6085 -5.5035
H -1.3823 -2.4219 -1.6941
N -5.0815 -4.6364 -6.7595
H 0.0207 6.2393 -1.8742
H 0.7734 2.2208 -1.8792
C 5.7521 -7.0849 -4.9378
H 6.7069 -2.2180 1.7197
O -6.9061 2.4414 -2.2346
H -3.5227 3.6845 9.2746
H -4.9347 6.0168 -1.8863
H -2.9380 3.2659 -3.6933
H 2.7146 3.6474 3.4041
H -5.3174 5.9066 6.9552
H -8.6442 -2.9819 -5.5428
H 4.8373 -9.9825 -2.0947
H -3.5528 -6.9148 -0.8368
H -2.2202 -1.2545 -0.5767
C -6.2109 5.3107 -4.9673
C -6.9346 -1.4507 -7.2274
H -4.5042 -0.6442 10.7243
H -1.4278 -6.0298 8.2793
H 4.2518 -9.4075 -3.5934
H 3.8624 -3.2637 -1.2573
P 0.8195 -0.5257 0.4698
C -4.1387 3.3636 -1.1285
N -6.6146 4.0434 -4.3908
H 6.6572 -6.8109 -5.4798
C -0.7277 3.2612 4.7211
H 0.2265 -3.1628 1.6692
H -6.8216 2.3399 -5.5750
O -1.2076 -2.9252 9.8924
H -6.2215 6.4609 -0.5337
C -0.5862 1.8653 0.1169
H 1.8013 -1.7233 -7.3202
C 9.9307 -1.1344 0.6569
P -6.3019 3.6737 -2.7455
H -4.7335 -4.9255 -8.8538
H 5.6828 -2.5240 -8.9097
C 0.1897 5.6222 1.5401
C -3.9968 -6.1612 -0.1863
C 10.2501 0.8289 2.1625
C -2.9195 -1.7994 6.2710
H 3.5805 1.1205 -8.9445
O 2.8912 -6.6199 -3.6864
H 8.3597 0.1781 -2.8260
H 8.3485 1.8011 -1.8622
H -3.0776 -2.7249 -3.5878
H -1.5230 1.4414 0.4785
P 4.0925 -6.5962 -2.8785
H 2.6364 7.3657 -0.1923
H 0.1191 5.6703 4.7520
C -3.0606 2.7685 8.9066
H 3.2743 3.4269 0.0505
H -3.5321 -4.2802 -3.0015
H -3.5518 -5.2866 10.0462
H -0.5734 1.7910 7.3838
H -0.0356 -2.6306 6.8420
N 7.5987 0.1168 -0.8742
H -5.2219 -2.8983 -2.4921
H -0.1184 5.7053 0.4978
C -4.1827 1.1153 3.6813
H -5.1595 -1.0921 8.1452
C -1.9523 -5.3547 7.6031
N -6.8553 5.0861 -1.8767
C -7.3896 3.2068 -5.2376
H 6.3387 -5.1936 -2.2102
H -2.3841 -1.5088 5.3671
H 6.1255 -6.8695 -0.8184
H 0.6382 7.0512 -3.4373
H 6.4201 -1.4973 3.2615
H -3.4308 -0.8756 6.5420
H -5.5241 5.8249 -4.2950
H 3.8142 8.7043 -0.0734
H 1.8657 0.7814 -1.8778
H -4.5850 5.7933 5.3501
H 3.0735 -3.4765 -6.4741
H -4.3282 -5.9825 8.5537
P -4.9712 -3.0377 -6.1227
H 4.6193 -1.8870 -10.2897
N 0.5726 3.8708 -3.6073
C -0.0012 6.3073 -2.9619
H -5.6014 5.2527 -5.8692
H -0.8754 -0.2600 3.7160
C -3.4916 -3.6802 -3.9106
H -4.9391 0.5366 3.1511
H -6.4339 -1.6488 -8.1751
H -3.0924 3.6615 -1.1964
N -3.3027 5.5255 7.0026
H 2.1021 -6.1081 -0.5916
H -2.8337 -4.0547 -4.6948
H -0.7409 1.1995 2.8509
C 6.5998 -5.7101 -3.1339
H 0.8426 -0.5469 -6.4123
N 1.1883 6.6679 1.9247
H -6.3586 7.0046 -2.1631
H 3.6047 0.1112 -10.2817
H 3.0441 -3.9206 -2.6937
H -0.9255 2.4032 -0.7683
O -3.8427 -2.2307 -6.6995
H 2.9882 -0.9735 -4.0241
N -3.7182 -2.0861 9.3502
N 0.5740 -0.1666 2.1343
C -3.9159 2.3945 3.0645
H -3.1272 5.9980 9.0057
H -3.1245 -5.1605 -6.3996
N 4.5832 -7.9487 -2.0860
O 7.6379 2.2211 0.9227
H 10.9714 -1.3644 0.8853
H 7.4052 -6.3959 -2.8708
H -3.7101 -2.5370 6.1329
C 2.9602 4.4451 0.2799
C -0.6969 0.1196 2.7099
H 4.9391 -6.9860 -5.6570
C 3.4144 0.0762 -9.2090
H 6.0179 7.6201 0.9907
H 6.5555 -8.4810 -1.3352
P 4.4345 -0.8595 -6.7550
H 2.0641 0.3952 3.5327
H -5.0974 -1.3503 -3.3926
H -0.0627 3.5595 3.9106
C -5.4412 -2.3841 -3.4278
H -6.0206 0.1630 -0.7648
H 2.3527 -0.1580 -9.1310
H 9.5455 1.2800 2.8613
N 3.0556 4.6587 1.7517
H -0.5068 -0.9009 6.4165
H 5.4953 7.7009 2.6208
C 1.6918 -1.2280 -6.3555
H -1.2107 -3.5687 0.7347
C -4.4521 6.1907 6.3563
C 0.5888 7.7853 2.6696
C -6.3822 -0.5419 -0.0162

---

Entry 2:
13
Properties=species:S:1:pos:R:3 method="wB97M-V/def2-TZVPD" total_charge=0 gap_ev=10.16 e_homo_ev=-10.1 de_lowest_kcal_mol=70.3
O 0.6941 -2.1332 -0.3888
O -0.4536 0.6814 -2.0839
O 2.5706 -1.2380 0.0030
N 1.3871 -1.2429 -0.0816
H -2.3385 -0.5344 1.4192
N -1.3029 0.3170 -1.0468
N -1.3891 -0.1021 1.3205
H -0.7018 -0.4123 2.0385
C -0.8055 0.0708 0.0913
N 1.3603 2.2543 0.5285
N 0.7615 -0.0951 0.2755
C 1.1562 1.1387 0.4298
H -0.9383 1.2958 -2.5053

---

Max |F| values (in eV/A) by entry order: 5.69 5.85.